No. 1
Below is a structure of composition C23H41CeN2O2P2, with properties calculated with ωB97M-V with the def2-TZVPD basis set.

Calculated values
gap between HOMO and LUMO (spin up / spin down) = 6.5 / 6.6 eV
total charge = +2
spin multiplicity = 2
HOMO (spin up / spin down) = -13.01 / -13.02 eV
total energy = -2318.28599 Eh
max |F| = 3.15 eV/Å
LUMO energy (spin up / spin down) = -6.50 / -6.45 eV

Last column: Löwdin spin population.
Positions of all 71 atoms, in Å:
Ce: -0.25133 0.20106 -0.13676  1.013
P: 2.32705 0.29539 1.34481  -0.002
C: 2.91528 1.90844 0.53703  0.000
C: 1.99977 2.63080 -0.45557  0.003
N: 0.66720 2.36761 -0.56033  -0.003
C: -0.15836 3.15760 -1.29593  0.002
C: 0.34414 4.14878 -2.10395  -0.001
C: 1.71949 4.37954 -2.07391  0.003
C: 2.53749 3.64971 -1.23497  -0.001
C: -1.65036 2.87972 -1.25997  0.000
P: -2.36736 2.19940 0.32470  -0.002
H: 3.59194 3.87384 -1.05160  0.000
H: -0.34110 4.67905 -2.76865  0.000
H: 2.15279 5.16872 -2.70001  0.000
H: -2.21405 3.80421 -1.42020  0.000
H: -1.93668 2.20562 -2.08216  0.000
H: 3.10649 2.51297 1.41442  0.000
H: 3.91968 1.70316 0.09374  0.000
H: 2.01293 3.82208 3.68951  0.000
O: 2.78497 4.38764 3.72880  0.000
H: 2.61985 4.94803 2.95366  0.000
H: -0.79330 2.01536 3.43650  0.000
O: -0.77536 2.72728 4.06313  0.000
H: -1.14463 3.52765 3.58895  0.000
C: -2.65045 3.76791 1.23130  -0.001
H: -3.32711 4.41161 0.64857  0.000
H: -3.11509 3.57227 2.21072  0.000
H: -1.71036 4.31500 1.39922  0.000
C: -4.09081 1.86329 -0.21883  0.000
H: -4.67067 1.46425 0.62506  0.000
H: -4.58322 2.78020 -0.57617  0.000
H: -4.11285 1.11463 -1.02196  0.000
C: 3.49872 -0.70284 0.35632  0.000
H: 4.52880 -0.42177 0.61141  0.000
H: 3.33598 -1.76272 0.55833  0.000
H: 3.33613 -0.51519 -0.71050  0.000
C: 3.28407 0.35277 2.91907  -0.001
H: 3.07866 -0.56620 3.49225  0.000
H: 4.36974 0.41365 2.73722  0.000
H: 2.98744 1.22206 3.52696  0.000
C: -0.39215 -5.97841 -2.56693  0.000
C: -0.16262 -4.51289 -2.33531  0.000
C: 0.50819 -3.72202 -3.28362  -0.001
C: 0.71949 -2.36034 -3.09265  0.000
C: 1.42745 -1.55075 -4.15411  0.000
C: 0.25130 -1.78237 -1.91836  0.000
C: -0.44055 -2.56229 -0.93782  0.001
C: -0.64069 -3.93299 -1.16479  0.000
N: -0.87816 -1.90261 0.22119  -0.010
C: -1.66188 -2.44734 1.34774  0.000
C: -3.00569 -2.92700 0.80670  0.000
C: -0.84865 -3.52758 2.05835  0.000
C: -1.89691 -1.31138 2.33547  0.000
H: -1.03414 -6.13922 -3.44358  0.000
H: 0.56002 -6.50450 -2.71321  0.000
H: -0.89352 -6.38474 -1.68208  0.000
H: 0.88098 -4.16361 -4.21043  0.000
H: 2.42277 -1.97460 -4.35673  0.000
H: 0.87230 -1.59262 -5.10439  0.000
H: 1.55020 -0.49508 -3.87499  0.000
H: 0.44613 -0.65589 -1.87121  0.000
H: -1.17559 -4.53813 -0.42234  0.000
H: -2.86202 -3.66632 0.01505  0.000
H: -3.60920 -3.34604 1.62813  0.000
H: -3.55064 -2.08193 0.35910  0.000
H: 0.04319 -3.07938 2.52015  0.000
H: -1.46343 -3.98853 2.84834  0.000
H: -0.49276 -4.29103 1.36340  0.000
H: -0.95033 -0.91738 2.73217  0.000
H: -2.46361 -0.47676 1.89784  0.000
H: -2.48501 -1.68886 3.17869  0.000

=====

No. 2
Below is a structure of composition C23H41CrNO2P2, with properties calculated with ωB97M-V with the def2-TZVPD basis set.

Calculated values
gap between HOMO and LUMO (spin up / spin down) = 4.9 / 4.6 eV
relative energy (zero: lowest compared OMol25 entry of this formula, charge and spin) = 0.0 kJ/mol
total charge = +1
spin multiplicity = 4
HOMO (spin up / spin down) = -8.57 / -8.57 eV
total energy = -2832.82960 Eh
max |F| = 4.23 eV/Å
LUMO energy (spin up / spin down) = -3.71 / -3.95 eV

Last column: Löwdin spin population.
Positions of all 70 atoms, in Å:
Cr: 0.76777 -2.23650 0.52429  2.177
C: -0.82005 -2.06541 1.97354  -0.020
C: -0.44837 -3.45111 1.81765  -0.021
C: 1.42159 -2.26907 2.55378  -0.017
C: 0.32252 -1.34621 2.44538  -0.027
C: 0.94028 -3.58301 2.18149  0.010
C: -2.20056 -1.50780 1.83767  0.000
H: -2.75516 -1.98799 1.02055  0.000
H: -2.19035 -0.43041 1.63724  0.000
H: -2.78726 -1.65308 2.75457  -0.001
C: 0.36606 0.08127 2.87835  -0.001
H: -0.51468 0.66104 2.55698  0.000
H: 1.25716 0.57894 2.46222  -0.001
H: 0.43997 0.15700 3.97837  -0.001
C: 2.73794 -1.92212 3.14672  -0.004
H: 2.66405 -1.87606 4.24010  -0.002
H: 3.10046 -0.94203 2.81492  0.000
H: 3.49740 -2.67092 2.90599  0.000
C: 1.70597 -4.85035 2.33471  0.004
H: 1.52854 -5.30979 3.31507  0.001
H: 2.77876 -4.64202 2.25716  0.000
H: 1.40748 -5.57897 1.57089  0.000
C: -1.41781 -4.55385 1.54877  -0.006
H: -1.90993 -4.88430 2.47822  -0.003
H: -0.91711 -5.42561 1.11191  0.000
H: -2.21481 -4.22490 0.87034  0.000
C: -0.78182 4.27218 0.74229  0.016
C: -2.07217 3.91051 0.78469  0.004
C: -2.93956 3.23450 -0.24813  0.005
C: -2.35042 2.99856 -1.64170  0.026
C: -1.54718 1.67842 -1.55835  0.071
C: -0.48137 1.71333 -0.56835  0.528
C: 0.64216 2.60705 -0.43665  0.078
C: 0.22578 4.09593 -0.36673  0.037
H: -3.87061 3.80602 -0.39896  0.000
H: -1.71250 3.83223 -1.95081  0.000
H: -3.23720 2.24972 0.15439  0.000
H: -0.11256 4.42321 -1.35437  0.001
H: -0.31940 4.72539 1.65237  0.000
H: -2.62443 4.13193 1.71007  0.000
H: 1.13952 4.64510 -0.09449  0.003
H: 1.10984 2.35608 0.53377  0.000
H: -0.66206 1.02799 0.30864  0.011
H: 1.46164 2.45426 -1.16494  0.024
H: -3.14092 2.88611 -2.40371  0.003
H: -2.25134 0.86835 -1.31403  0.000
P: -0.65330 0.85095 -2.96805  0.045
C: -0.45555 2.28541 -4.08254  0.003
C: -1.75390 -0.20700 -3.94309  0.014
P: 0.85788 -0.74341 -1.02587  0.014
C: 0.97608 0.21889 -2.66693  -0.002
C: 0.32254 -2.28245 -2.04704  0.020
C: 2.70734 -0.59834 -0.75148  0.004
H: 0.58639 2.59653 -4.16745  0.000
H: -1.05651 3.13341 -3.74430  0.001
H: -0.82377 2.01811 -5.07537  0.000
H: -1.85770 0.24702 -4.94726  0.002
H: -2.75961 -0.23239 -3.48773  0.001
H: -1.36592 -1.23270 -4.07246  0.001
H: 3.18079 -0.57580 -1.74577  0.001
H: 3.08596 -1.44201 -0.12154  0.000
H: 2.91683 0.35299 -0.20572  -0.002
H: 1.73455 1.01925 -2.58968  0.001
H: 1.29589 -0.47616 -3.46562  0.000
H: 0.40562 -3.19636 -1.42544  0.001
H: 0.96624 -2.41797 -2.92245  0.002
H: -0.72947 -2.21304 -2.36856  -0.001
O: 3.58525 1.31755 2.03363  0.000
N: 2.69972 2.20673 1.92178  -0.001
O: 2.89939 3.38718 2.26707  0.000

=====

No. 3
Below is a structure of composition C23H41LaNO2P2, with properties calculated with ωB97M-V with the def2-TZVPD basis set.

Calculated values
gap between HOMO and LUMO = 7.0 eV
relative energy (zero: lowest compared OMol25 entry of this formula, charge and spin) = 0.0 kJ/mol
total charge = +1
HOMO = -10.02 eV
total energy = -1820.17971 Eh
max |F| = 3.68 eV/Å
LUMO energy = -2.98 eV

Last column: Löwdin charge in e.
Positions of all 70 atoms, in Å:
La: -0.17265 0.43955 1.86862  1.771
C: -0.93525 -1.79678 3.36638  -0.350
C: 0.36976 -2.08890 2.85037  -0.378
C: 0.59482 -0.58009 4.58583  -0.299
C: -0.79010 -0.86292 4.43515  -0.309
C: 1.31250 -1.32410 3.60868  -0.330
C: -2.21543 -2.43361 2.95333  -0.058
H: -2.20932 -2.71713 1.89144  0.062
H: -3.06928 -1.76130 3.11491  0.077
H: -2.40937 -3.34587 3.53625  0.097
C: -1.85779 -0.36192 5.33081  -0.031
H: -2.79213 -0.92284 5.17690  0.082
H: -2.07482 0.70361 5.16491  0.062
H: -1.55517 -0.46248 6.38193  0.093
C: 1.17166 0.22349 5.68741  -0.033
H: 0.94971 -0.22146 6.66696  0.096
H: 0.76783 1.24161 5.70285  0.083
H: 2.25830 0.30162 5.59633  0.074
C: 2.79320 -1.40677 3.51350  -0.053
H: 3.20315 -2.15528 4.20766  0.099
H: 3.25650 -0.44602 3.76441  0.074
H: 3.11722 -1.67659 2.50350  0.063
C: 0.70317 -3.09108 1.79883  -0.055
H: 0.95478 -4.06870 2.25207  0.100
H: 1.57629 -2.76616 1.20394  0.063
H: -0.14307 -3.24704 1.10642  0.061
C: -1.66718 1.42028 -3.81915  -0.117
C: -1.84326 0.09518 -3.95253  -0.147
C: -1.06265 -0.76811 -4.91824  -0.172
C: 0.40941 -0.34511 -5.11914  -0.183
C: 1.10913 0.08523 -3.87848  -0.124
C: 1.29799 1.37771 -3.51624  -0.146
C: 0.61150 2.53183 -4.18467  -0.165
C: -0.80880 2.25161 -4.71665  -0.180
H: -1.54322 -0.78816 -5.91942  0.134
H: 0.47166 0.41474 -5.91967  0.111
H: -1.09114 -1.81659 -4.58358  0.106
H: -0.74844 1.83943 -5.73593  0.110
H: -2.40141 2.00898 -3.25894  0.089
H: -2.74005 -0.38132 -3.52404  0.116
H: -1.30917 3.22246 -4.84385  0.123
H: 0.56156 3.36918 -3.46548  0.116
H: 2.07136 1.67310 -2.78509  0.079
H: 1.21019 2.91879 -5.03090  0.132
H: 0.94889 -1.21974 -5.53436  0.127
H: 1.59143 -0.74255 -3.34854  0.092
P: -1.47797 -0.04030 -0.53109  0.749
C: -2.81161 1.18186 -0.75550  -0.249
C: -1.50352 -1.57471 -1.49345  -0.252
P: 1.84901 0.62521 -0.14290  0.762
C: 0.09466 0.95915 -0.93138  -0.539
C: 2.83453 -0.47466 -1.17367  -0.276
C: 2.65706 2.27429 -0.12246  -0.258
H: -2.67187 2.03590 -0.07162  0.058
H: -3.77792 0.71011 -0.53165  0.064
H: -2.87578 1.59202 -1.76412  0.003
H: -1.34532 -1.47152 -2.57960  0.000
H: -2.47870 -2.06404 -1.34628  0.071
H: -0.71778 -2.26183 -1.13212  0.048
H: 2.78114 2.70279 -1.12771  0.044
H: 3.64768 2.16126 0.35119  0.061
H: 2.07005 2.97486 0.49978  0.052
H: -0.10794 2.04581 -0.89141  0.073
H: 0.16479 0.69075 -1.99275  -0.013
H: 3.83447 -0.59281 -0.72953  0.066
H: 2.97377 -0.12760 -2.20424  0.026
H: 2.35974 -1.46886 -1.19023  0.052
O: -1.59948 2.88678 4.16868  0.011
N: -1.12912 2.17016 3.29204  -0.376
O: -0.64224 2.74559 2.18554  -0.341

=====

No. 4
Below is a structure of composition C23H41NO2P2V, with properties calculated with ωB97M-V with the def2-TZVPD basis set.

Calculated values
gap between HOMO and LUMO (spin up / spin down) = 4.3 / 5.3 eV
relative energy (zero: lowest compared OMol25 entry of this formula, charge and spin) = 609.5 kJ/mol
total charge = +1
spin multiplicity = 3
HOMO (spin up / spin down) = -9.53 / -9.57 eV
total energy = -2732.32504 Eh
max |F| = 9.18 eV/Å
LUMO energy (spin up / spin down) = -5.28 / -4.23 eV

Last column: Löwdin spin population.
Positions of all 70 atoms, in Å:
V: 0.93056 -2.48897 0.97557  1.956
C: 2.75362 -2.56222 0.11885  0.015
C: 2.85474 -1.64848 1.20725  0.015
C: 2.03074 -3.66332 2.07888  0.014
C: 2.33504 -3.83715 0.65597  0.003
C: 2.36355 -2.27435 2.39868  0.012
C: 3.49424 -2.47633 -1.17169  0.003
H: 3.73727 -1.46389 -1.52864  0.000
H: 2.99405 -3.01605 -1.98563  0.000
H: 4.45639 -2.98988 -0.99522  0.000
C: 1.92877 -4.96426 -0.19939  0.003
H: 2.44755 -4.90657 -1.16943  0.001
H: 0.85927 -5.18908 -0.45020  0.001
H: 2.30030 -5.81876 0.38420  0.000
C: 1.05697 -4.51981 2.76990  0.011
H: 1.48680 -5.38706 3.30269  0.004
H: 0.34516 -4.92167 2.03467  0.001
H: 0.41770 -3.97329 3.47609  0.001
C: 1.90809 -1.51468 3.58779  0.011
H: 2.43149 -1.74064 4.53263  0.002
H: 0.83881 -1.73126 3.76388  0.003
H: 2.02824 -0.42782 3.41516  0.000
C: 3.61597 -0.36777 1.11763  0.002
H: 4.54589 -0.43651 1.69907  0.000
H: 3.08276 0.51231 1.48418  0.001
H: 3.94242 -0.15799 0.09751  0.000
C: -0.50295 -0.87373 -2.42920  0.002
C: 0.71152 -0.35675 -2.67243  0.003
C: 1.47650 0.72946 -1.85067  -0.001
C: 0.84453 1.58142 -0.70782  -0.002
C: 0.25569 1.16137 0.56853  -0.017
C: -1.00116 0.62525 0.77954  -0.009
C: -1.92097 -0.05643 -0.21151  0.001
C: -1.63844 -0.21094 -1.76787  0.000
H: 1.75836 1.48553 -2.61513  0.000
H: 0.01921 2.19042 -1.22214  -0.001
H: 2.43625 0.30812 -1.47094  0.000
H: -1.60906 0.84537 -2.17255  0.000
H: -0.70071 -1.93118 -2.64768  0.000
H: 1.42181 -0.96853 -3.28310  0.000
H: -2.55237 -0.70112 -2.13051  0.000
H: -2.36981 -0.99554 0.16617  0.000
H: -1.27645 0.41773 1.83982  0.000
H: -2.78937 0.64455 -0.18944  0.000
H: 1.65062 2.30468 -0.43273  0.000
H: 0.83774 1.39007 1.47214  0.000
P: -1.68130 2.76654 -1.83534  0.000
C: -2.67611 2.64943 -3.35707  0.000
C: -0.83527 4.36779 -2.07220  0.000
P: -2.24242 2.66524 1.15938  -0.011
C: -2.92850 2.99117 -0.54049  0.000
C: -1.76138 4.42962 1.45141  -0.001
C: -3.90166 2.96040 1.92352  -0.004
H: -3.49731 1.92823 -3.23953  0.000
H: -2.02149 2.34140 -4.18489  0.000
H: -3.08650 3.64205 -3.57381  0.000
H: -1.57561 5.10004 -2.42023  0.000
H: -0.08404 4.23221 -2.86794  0.000
H: -0.34306 4.73601 -1.15952  0.000
H: -4.31674 3.89955 1.52652  -0.001
H: -3.80446 3.06938 3.01122  0.000
H: -4.59768 2.14795 1.68593  0.000
H: -3.78511 2.32796 -0.73650  0.000
H: -3.31520 4.02691 -0.61795  0.000
H: -1.77336 4.61624 2.53482  0.000
H: -2.51559 5.09505 1.00576  0.000
H: -0.78033 4.67123 1.03326  0.000
O: -1.38584 -3.71440 -0.85285  -0.003
N: -1.18416 -3.32118 0.34568  -0.010
O: -2.14424 -3.25307 1.15793  -0.003